The following is a quantum chemistry calculation of the molecule C4H8OSi in a non-equilibrium geometry, from the Open Molecules 2025 dataset.

Last column: Mulliken charge in e.
Cartesian coordinates (Å):
C  1.90561  -0.70464  0.66316  -1.151
C  1.39059  0.04972  -0.68475  0.121
O  1.82264  1.41908  -0.68111  -0.515
C  -0.05466  0.00037  -0.74047  0.323
C  -1.23677  0.17687  -0.45670  -0.488
Si  -3.04138  0.20464  -0.00548  0.306
H  2.93011  -0.70797  0.78731  0.406
H  1.44797  -0.34902  1.59091  0.316
H  1.85154  -1.83320  0.47603  0.322
H  1.75501  -0.56285  -1.56979  0.266
H  1.56386  1.76576  0.20411  0.363
H  -3.14180  1.58904  0.00983  -0.096
H  -3.59658  -0.23970  1.32259  -0.093
H  -3.59615  -0.80811  -0.91565  -0.080

The structure (SMILES) is C[C@H](O)C#C[SiH3]. The frontier orbital gap is 10.65 eV. The value obtained for the energy is -14199.43937 eV.